1.
DFT (ωB97M-V with the def2-TZVPD basis set) results for a cluster of 7 separate species, C15H17B2Br6NO19 in total in a non-equilibrium geometry.

Values from the calculation:
**Orbital gap**: 6.16 eV
**HOMO level**: -3.1 eV
**Lowest unoccupied orbital energy**: 3.0 eV
**Relative energy (zero: lowest compared OMol25 entry of this formula, charge and spin)**: 3.710 eV
**Total charge**: -2
**F_max**: 8.16 eV/Å

```
60
Properties=species:S:1:pos:R:3:forces:R:3
N -12.383 -6.325 -2.641 -0.4 -1.1 1.3
H -12.657 -6.937 -1.886 -0.4 0.0 1.0
H -13.192 -6.404 -3.241 -0.6 0.9 -1.0
H -11.641 -6.932 -2.959 1.9 -0.9 -1.7
H -12.064 -5.442 -2.268 -0.3 0.3 -0.7
O -10.486 -4.050 -8.405 2.5 -2.8 4.9
C -10.119 -4.647 -7.328 -0.7 1.7 -3.3
O -8.876 -5.034 -6.893 -1.6 1.4 -0.9
B -8.944 -5.462 -5.480 0.2 -1.1 -0.2
O -10.432 -5.720 -5.277 0.8 1.2 0.2
C -11.131 -5.128 -6.254 -0.7 -0.6 -0.1
O -12.336 -5.072 -6.352 1.4 0.0 0.4
O -8.116 -6.696 -5.274 0.4 1.4 2.8
C -7.376 -6.503 -4.096 1.8 -3.4 -2.4
O -6.670 -7.371 -3.581 -2.0 2.1 -0.8
C -7.269 -5.020 -3.820 -1.8 0.6 0.6
O -8.266 -4.439 -4.536 0.7 -0.4 0.4
O -6.510 -4.530 -3.005 -1.0 0.0 -1.2
O -15.554 -8.206 -6.303 -0.6 -0.9 -0.5
C -15.780 -7.052 -6.195 1.3 1.6 -0.5
O -16.168 -6.153 -7.137 -0.1 -1.3 0.7
B -16.226 -4.805 -6.568 -0.1 0.7 -0.8
O -15.921 -5.010 -5.148 1.1 -0.8 1.2
C -15.413 -6.249 -4.924 -1.1 1.1 0.6
O -14.891 -6.659 -3.895 -0.7 0.8 -1.6
O -17.530 -4.137 -6.836 -0.6 0.6 -0.3
C -17.438 -3.058 -7.637 0.0 0.0 -0.5
O -18.354 -2.414 -8.138 1.8 -1.4 1.3
C -15.863 -2.859 -7.897 0.5 1.1 -1.6
O -15.261 -3.879 -7.218 -0.2 2.0 -1.3
O -15.396 -1.970 -8.663 -1.3 -3.7 3.3
O -12.411 -9.489 -2.571 -2.2 -0.5 4.8
C -11.621 -9.298 -3.555 2.3 1.8 -7.6
O -10.749 -8.405 -3.602 0.6 1.3 2.9
O -11.937 -9.854 -4.633 -0.6 -1.9 0.4
H -13.009 -10.127 -2.968 -0.5 -0.3 -0.1
Br -14.655 -12.435 1.749 0.2 0.5 0.2
C -13.707 -10.699 1.779 0.0 0.3 -1.5
C -14.141 -9.944 0.481 0.3 0.4 1.3
Br -13.405 -8.087 0.561 -0.2 -0.7 0.1
H -12.645 -10.944 1.813 -0.2 0.1 -0.1
H -13.978 -10.101 2.650 -0.2 -0.4 0.0
H -15.220 -9.806 0.551 0.2 0.0 -0.4
H -13.815 -10.352 -0.476 0.0 -0.1 0.4
Br -16.650 -1.214 1.411 0.6 -1.2 0.1
C -15.420 -2.807 0.995 0.2 1.8 -1.4
C -14.851 -2.399 -0.374 -0.1 -0.2 -0.1
Br -13.424 -3.691 -0.793 -0.7 0.3 0.1
H -15.994 -3.728 0.900 0.0 0.3 0.5
H -14.589 -2.790 1.700 -0.6 -0.2 0.3
H -14.399 -1.408 -0.408 0.2 -0.2 0.5
H -15.599 -2.376 -1.167 0.1 -0.5 0.1
Br -10.380 -5.363 -0.493 1.1 0.2 0.7
C -8.927 -4.283 0.310 -0.3 0.3 -0.1
C -8.905 -2.884 -0.244 -0.1 0.6 0.3
Br -10.622 -1.849 0.319 2.0 -0.7 -0.6
H -7.963 -4.752 0.111 -0.2 -0.2 -0.4
H -9.042 -4.254 1.393 -0.4 -0.2 -0.2
H -8.671 -2.805 -1.306 -1.1 -0.2 -0.2
H -8.029 -2.379 0.162 -0.4 0.3 0.7
```
Forces are in eV/Å.

Here are the Löwdin charges for atoms 1 to 2, given in e:
1. N 0.258
2. H 0.028

2.
DFT (ωB97M-V with the def2-TZVPD basis set) results for a structure of composition C15H17BF4N4STaTe in a non-equilibrium geometry.

Values from the calculation:
**Orbital gap (alpha / beta)**: 5.55 / 5.61 eV
**HOMO level (alpha / beta)**: -17.4 / -17.4 eV
**Lowest unoccupied orbital energy (alpha / beta)**: -11.8 / -11.8 eV
**Relative energy (zero: lowest compared OMol25 entry of this formula, charge and spin)**: 0.450 eV
**Total charge**: +3
**F_max**: 1.13 eV/Å

```
44
Properties=species:S:1:pos:R:3:forces:R:3
Ta 0.568 2.450 0.099 -0.5 0.7 0.3
S 0.888 1.108 2.062 -0.2 0.4 -1.0
C 0.147 -0.345 1.430 0.1 0.4 0.1
N 0.254 -1.448 2.273 -0.2 -0.2 -0.1
N -0.457 -2.433 1.936 0.1 -0.1 0.2
C -0.499 -3.635 2.595 0.0 -0.1 0.0
C -1.487 -4.549 2.163 0.1 0.2 -0.1
C -1.612 -5.742 2.822 0.0 -0.2 0.1
C -0.746 -6.034 3.880 0.1 0.1 0.0
C 0.252 -5.131 4.289 -0.1 -0.2 0.0
C 0.384 -3.926 3.657 0.0 0.2 -0.1
N -0.439 -0.394 0.288 -0.1 -0.1 -0.3
N -0.358 0.746 -0.432 0.4 -0.5 0.6
C -1.177 0.821 -1.606 0.5 -0.3 0.6
C -2.286 0.008 -1.771 -0.4 0.3 -0.2
C -3.009 0.146 -2.943 0.0 0.1 -0.1
C -2.639 1.090 -3.911 0.0 -0.1 0.1
C -1.529 1.898 -3.727 0.0 0.1 -0.1
C -0.777 1.739 -2.571 0.1 0.3 0.2
H -1.057 -2.344 1.104 0.0 0.0 0.0
H -2.147 -4.299 1.338 0.0 0.0 0.0
H -2.375 -6.450 2.531 0.0 0.0 0.0
H -0.840 -6.984 4.391 0.0 0.0 0.0
H 0.915 -5.391 5.101 0.0 0.0 0.0
H 1.143 -3.212 3.945 0.0 0.0 0.0
H -2.590 -0.684 -1.000 0.0 0.0 -0.1
H -3.878 -0.477 -3.106 0.0 0.0 0.0
H -3.218 1.182 -4.821 0.0 0.0 0.0
H -1.226 2.600 -4.492 0.0 0.0 0.0
H 0.175 2.286 -2.471 0.1 -0.1 -0.1
F -1.911 6.050 0.392 0.1 -0.2 0.0
B -1.348 4.929 0.161 -0.1 0.1 -0.1
F 1.075 3.909 1.150 -0.1 -0.2 0.4
F -0.466 4.704 -0.842 0.1 -0.2 0.0
F -1.541 3.798 0.871 0.1 -0.2 -0.1
C 3.858 1.082 -1.779 0.0 0.0 0.0
Te 3.373 2.536 -0.313 0.0 -0.3 -0.2
C 3.625 4.257 -1.536 -0.1 0.0 0.0
H 3.220 1.196 -2.647 0.0 0.0 -0.1
H 3.753 0.101 -1.328 0.0 0.0 0.0
H 4.898 1.261 -2.038 0.1 0.0 0.0
H 4.698 4.303 -1.703 0.1 0.0 0.0
H 3.300 5.126 -0.972 0.0 0.0 0.0
H 3.089 4.152 -2.471 0.0 0.0 -0.1
```
Forces are in eV/Å.

Here are the Löwdin charges for atoms 1 to 2, given in e:
1. Ta 1.461
2. S 0.805

3.
DFT (ωB97M-V with the def2-TZVPD basis set) results for an isolated molecule of C15H17Br2N5O3 in a non-equilibrium geometry.

Values from the calculation:
**Orbital gap**: 7.20 eV
**SMILES**: COC1=C(Br)C[C@]2(C=C1Br)CC(C(=O)NCCc1cnc(N)[nH]1)=NO2
**HOMO level**: -7.4 eV
**Lowest unoccupied orbital energy**: -0.2 eV
**Relative energy (zero: lowest compared OMol25 entry of this formula, charge and spin)**: 1.600 eV
**F_max**: 8.66 eV/Å

```
42
Properties=species:S:1:pos:R:3:forces:R:3
C 0.193 5.627 -1.910 1.5 -0.7 -1.5
O -0.589 4.781 -2.820 0.3 0.7 1.6
C -0.339 3.455 -2.582 1.3 0.7 -2.1
C 0.790 2.915 -3.082 -0.4 0.8 -0.4
Br 1.957 3.977 -4.208 -0.5 -0.7 0.6
C 1.052 1.465 -3.109 -1.3 -0.4 0.3
C 0.198 0.669 -2.119 -1.1 -1.1 0.1
C -1.178 1.223 -1.904 -0.4 4.2 -0.6
C -1.391 2.572 -2.156 -0.3 -2.8 1.6
Br -3.061 3.350 -1.706 0.2 -0.1 -0.1
C 0.888 0.434 -0.830 2.3 -0.3 0.8
C 0.760 -1.045 -0.611 -0.6 0.3 0.5
C 1.331 -1.689 0.603 0.1 -2.6 0.2
O 1.908 -1.030 1.435 -0.3 0.8 0.6
N 1.196 -3.089 0.731 0.6 1.3 1.4
C 1.423 -3.810 2.031 -0.1 2.1 0.7
C 0.113 -4.289 2.658 -1.8 1.4 0.3
C -0.868 -3.078 2.800 -3.1 -7.6 -2.6
C -2.207 -3.006 2.398 0.5 0.7 0.1
N -2.626 -1.642 2.543 -1.9 -4.7 -1.7
C -1.575 -1.097 2.926 -0.2 3.8 0.9
N -1.659 0.264 3.039 1.5 2.5 0.7
N -0.553 -1.910 3.206 3.7 5.0 1.5
N 0.119 -1.646 -1.530 0.7 0.7 -0.6
O -0.130 -0.726 -2.545 0.3 -0.4 -0.7
H 0.157 5.275 -0.903 -0.4 -0.2 0.7
H -0.079 6.649 -1.997 -1.0 0.7 -0.1
H 1.270 5.642 -2.217 -0.8 -0.4 0.2
H 2.082 1.311 -3.012 1.6 -0.6 0.7
H 0.845 1.068 -4.066 -0.5 -0.2 -1.5
H -1.985 0.717 -1.395 0.3 -0.6 -0.2
H 0.425 1.039 -0.070 0.2 0.0 0.8
H 1.997 0.619 -0.881 -1.0 0.3 0.2
H 1.245 -3.613 -0.112 -0.4 -0.4 -0.5
H 2.048 -3.176 2.813 -1.4 -1.0 -1.9
H 1.950 -4.706 1.923 1.4 -1.1 -0.8
H -0.427 -5.124 2.095 0.9 1.3 0.5
H 0.365 -4.672 3.653 -0.1 -0.1 -0.1
H -2.891 -3.724 1.942 0.6 0.1 0.4
H -0.865 0.852 3.274 -0.1 -0.6 -0.1
H -2.298 0.752 2.415 0.2 -0.8 0.3
H 0.411 -1.585 3.281 -0.5 0.0 0.1
```
Forces are in eV/Å.

Here are the Löwdin charges for atoms 1 to 2, given in e:
1. C -0.061
2. O -0.172

Number 3 is which compound?
C15H17Br2N5O3